w | Computed, not measured: a 9-piece molecular cluster, C22H63NO10 overall, with the ωB97M-V functional and the def2-TZVPD basis.

Geometry as ORCA input:
```
! RIJCOSX wB97M-V def2-TZVPD def2/J DEFGRID3
* xyz 0 1
C 7.524 16.345 13.270
O 6.892 15.623 12.206
C 7.250 16.179 10.949
C 8.633 15.801 10.515
N 8.941 14.344 10.327
C 9.474 13.704 11.540
C 9.656 12.213 11.290
O 8.463 11.601 10.914
C 8.583 10.211 10.978
H 7.038 15.946 14.170
H 7.253 17.390 13.236
H 8.576 16.255 13.328
H 7.107 17.282 10.934
H 6.484 15.867 10.211
H 9.336 16.236 11.201
H 8.801 16.367 9.584
H 8.108 13.846 10.008
H 8.772 13.750 12.444
H 10.396 14.241 11.787
H 10.114 11.818 12.227
H 10.374 12.039 10.504
H 8.932 9.808 11.927
H 9.218 9.843 10.140
H 7.599 9.857 10.808
C 8.889 13.417 5.967
C 9.186 12.852 7.397
O 10.211 13.590 8.001
H 8.512 14.445 6.054
H 8.154 12.803 5.447
H 9.846 13.549 5.414
H 9.493 11.811 7.325
H 8.314 12.984 8.024
H 9.872 14.000 8.808
C 12.367 10.363 8.687
C 12.383 9.471 9.927
O 11.755 8.225 9.583
H 12.814 11.350 8.917
H 11.315 10.505 8.479
H 12.784 9.913 7.767
H 11.912 10.035 10.725
H 13.417 9.293 10.317
H 12.184 7.561 10.137
C 12.795 14.014 10.026
C 12.467 15.463 9.856
O 13.147 16.351 10.760
H 12.094 13.553 9.304
H 12.512 13.627 11.006
H 13.784 13.773 9.669
H 11.386 15.656 9.920
H 12.705 15.804 8.848
H 14.003 15.923 10.958
C 15.736 16.370 13.166
C 16.331 15.933 11.884
O 15.437 15.000 11.314
H 14.796 16.859 12.885
H 16.333 17.147 13.672
H 15.575 15.530 13.862
H 17.269 15.406 12.018
H 16.527 16.767 11.225
H 15.759 14.857 10.401
C 15.131 18.156 7.797
C 14.239 19.094 8.617
O 14.393 18.903 10.014
H 15.091 18.308 6.735
H 14.827 17.107 7.904
H 16.127 18.175 8.255
H 13.154 19.025 8.354
H 14.532 20.131 8.446
H 13.950 18.078 10.268
C 13.170 13.800 13.607
C 13.673 13.257 14.935
O 13.714 11.894 15.017
H 12.662 14.748 13.757
H 12.526 13.054 13.137
H 14.014 14.011 12.909
H 13.021 13.554 15.744
H 14.626 13.643 15.169
H 12.899 11.566 14.623
C 16.183 12.192 8.835
C 15.782 13.416 8.028
O 16.174 14.543 8.667
H 17.286 12.182 8.958
H 15.981 11.228 8.348
H 15.689 12.236 9.800
H 14.682 13.412 7.906
H 16.261 13.282 7.051
H 15.921 15.313 8.162
C 11.653 18.921 13.110
C 11.511 17.493 13.590
O 11.029 16.652 12.599
H 10.707 19.454 12.951
H 12.111 18.978 12.130
H 12.232 19.408 13.880
H 10.982 17.427 14.576
H 12.469 17.018 13.831
H 11.830 16.475 12.075
*
```

- orbital gap (eV) = 9.57
- molar mass (g/mol) = 501.7
- E_HOMO (hartree) = -0.3307
- structure (SMILES) = COCCNCCOC.CCO.CCO.CCO.CCO.CCO.CCO.CCO.CCO

=====

x | Computed, not measured: a 9-piece molecular cluster, C22H63NO10 overall, with the ωB97M-V functional and the def2-TZVPD basis.

Geometry as ORCA input:
```
! RIJCOSX wB97M-V def2-TZVPD def2/J DEFGRID3
* xyz 0 1
C -4.591 2.661 2.495
O -5.494 1.738 1.883
C -5.425 1.652 0.436
C -4.040 1.430 -0.271
N -3.644 -0.019 -0.329
C -3.081 -0.483 0.937
C -2.682 -1.959 0.810
O -3.839 -2.797 0.735
C -3.512 -4.174 0.691
H -4.795 2.871 3.545
H -4.724 3.618 1.990
H -3.546 2.352 2.452
H -5.832 2.582 0.040
H -6.165 0.966 0.024
H -3.279 2.111 0.110
H -4.112 1.740 -1.313
H -4.528 -0.506 -0.373
H -3.790 -0.323 1.750
H -2.237 0.135 1.244
H -1.994 -2.163 1.631
H -2.043 -2.044 -0.069
H -2.822 -4.406 1.503
H -3.087 -4.370 -0.293
H -4.339 -4.884 0.695
C -2.690 -1.552 -4.610
C -2.027 -1.191 -3.285
O -2.434 0.117 -2.929
H -3.753 -1.708 -4.426
H -2.424 -2.561 -4.924
H -2.539 -0.813 -5.397
H -0.949 -1.187 -3.451
H -2.199 -1.920 -2.493
H -2.717 0.146 -2.012
C 0.463 -4.977 -2.277
C 0.080 -5.927 -1.138
O -0.294 -7.183 -1.611
H 0.817 -4.008 -1.925
H -0.384 -4.805 -2.942
H 1.247 -5.310 -2.956
H -0.825 -5.563 -0.651
H 0.872 -6.181 -0.434
H -0.564 -7.793 -0.921
C 0.862 -0.851 -0.664
C 0.468 0.628 -0.637
O 0.977 1.255 0.551
H 0.384 -1.236 -1.565
H 0.452 -1.343 0.218
H 1.940 -0.998 -0.717
H -0.618 0.719 -0.593
H 0.917 1.142 -1.487
H 1.936 1.229 0.512
C 3.687 2.126 2.294
C 4.262 2.197 0.923
O 3.611 1.302 0.034
H 2.742 2.669 2.311
H 4.255 2.671 3.048
H 3.523 1.120 2.678
H 5.283 1.860 1.104
H 4.310 3.197 0.492
H 4.240 0.942 -0.595
C 3.441 3.881 -2.475
C 2.084 4.368 -2.010
O 1.996 4.223 -0.557
H 3.520 4.009 -3.555
H 3.566 2.807 -2.333
H 4.248 4.368 -1.927
H 1.203 4.017 -2.547
H 2.086 5.435 -2.235
H 1.515 3.417 -0.354
C 0.820 -1.117 2.889
C 1.228 -1.383 4.342
O 1.796 -2.690 4.185
H 0.780 -0.030 2.816
H -0.168 -1.552 2.735
H 1.554 -1.472 2.166
H 0.441 -1.419 5.095
H 1.958 -0.673 4.730
H 1.148 -3.362 4.408
C 4.567 -1.488 -1.354
C 4.502 -0.379 -2.419
O 5.410 0.566 -2.018
H 5.616 -1.781 -1.319
H 3.972 -2.352 -1.653
H 4.214 -1.099 -0.400
H 3.504 0.035 -2.562
H 4.846 -0.825 -3.352
H 5.650 1.120 -2.765
C -0.504 4.361 2.157
C -0.584 3.135 3.084
O -1.156 2.119 2.275
H -1.445 4.838 1.882
H -0.053 4.143 1.189
H 0.140 5.020 2.738
H -1.156 3.374 3.979
H 0.351 2.726 3.467
H -0.398 1.716 1.845
*
```

- orbital gap (eV) = 9.45
- molar mass (g/mol) = 501.7
- E_HOMO (hartree) = -0.3299
- structure (SMILES) = COCCNCCOC.CCO.CCO.CCO.CCO.CCO.CCO.CCO.CCO

=====

Tell me which of them is the most stable. Sure, it is w.

=====

w | Computed, not measured: a 2-piece molecular cluster, C3H8O4 overall, with the ωB97M-V functional and the def2-TZVPD basis.

Geometry as ORCA input:
```
! RIJCOSX wB97M-V def2-TZVPD def2/J DEFGRID3
* xyz 0 1
O 0.282 0.816 -1.230
C 0.569 1.252 -0.145
O 1.040 2.506 -0.003
C 0.541 0.469 1.136
C -0.647 -0.488 1.228
O -0.406 -1.712 0.609
H 0.861 2.973 -0.843
H 1.471 -0.099 1.160
H 0.655 1.124 1.993
H -0.792 -0.642 2.289
H -1.553 -0.013 0.831
H -0.713 -1.829 -0.301
H -0.967 -0.889 -2.207
H 0.290 -1.678 -2.389
O -0.631 -1.790 -2.129
*
```

- orbital gap (eV) = 10.64
- molar mass (g/mol) = 108.1
- E_HOMO (hartree) = -0.3701
- structure (SMILES) = O=C(O)CCO.O

=====

x | Computed, not measured: a 2-piece molecular cluster, C3H8O4 overall, with the ωB97M-V functional and the def2-TZVPD basis.

Geometry as ORCA input:
```
! RIJCOSX wB97M-V def2-TZVPD def2/J DEFGRID3
* xyz 0 1
O 1.509 -3.367 1.487
O 1.053 -1.877 -0.230
O -0.662 -0.399 -0.394
C 1.619 -2.981 0.333
C 0.208 0.702 -0.656
C -0.137 -1.455 0.365
H 2.374 -3.352 -0.388
H 0.913 0.537 -1.488
H 0.787 0.910 0.260
H -0.411 1.585 -0.889
H -0.040 -1.101 1.410
H -0.915 -2.242 0.347
O -1.829 4.510 -0.300
H -2.765 4.784 -0.167
H -1.705 3.747 0.310
*
```

- orbital gap (eV) = 11.07
- molar mass (g/mol) = 108.1
- E_HOMO (hartree) = -0.3821
- structure (SMILES) = COCOC=O.O

=====

Tell me which of them is the most stable. Sure, it is w.

=====

w | Computed, not measured: one molecule with the formula C8H8N2O, with the ωB97M-V functional and the def2-TZVPD basis.

Geometry as ORCA input:
```
! RIJCOSX wB97M-V def2-TZVPD def2/J DEFGRID3
* xyz 0 1
C 2.892 0.253 0.215
C 2.199 -0.964 0.229
C 2.329 1.483 0.267
C 0.814 -0.856 0.224
C 0.967 1.616 0.301
C 0.261 0.420 0.365
C -1.215 0.256 0.539
C -3.132 0.387 -1.000
N -2.242 0.098 1.238
N -2.209 -0.454 -0.176
O -3.136 1.726 -0.884
H 3.956 0.139 0.097
H 2.695 -1.896 0.054
H 3.081 2.239 0.384
H 0.113 -1.707 0.286
H 0.513 2.638 0.276
H -3.615 2.027 -0.062
H -2.858 0.089 -2.124
H -4.098 -0.125 -0.788
*
```

- orbital gap (eV) = 9.86
- molar mass (g/mol) = 148.2
- E_HOMO (hartree) = -0.3343
- structure (SMILES) = OCN1N=C1c1ccccc1

=====

x | Computed, not measured: one molecule with the formula C8H8N2O, with the ωB97M-V functional and the def2-TZVPD basis.

Geometry as ORCA input:
```
! RIJCOSX wB97M-V def2-TZVPD def2/J DEFGRID3
* xyz 0 1
C 3.068 -0.903 -0.048
C 1.033 0.364 0.091
C 0.534 1.722 0.088
C -0.825 1.871 0.036
C -1.620 0.722 -0.034
C -2.163 -1.454 0.052
C -1.055 -0.575 -0.023
C 0.319 -0.774 0.066
H 3.076 -1.408 0.919
H 2.509 -1.439 -0.867
H 4.094 -0.622 -0.323
H 1.234 2.544 0.019
H -1.304 2.851 0.005
H -3.741 1.224 -0.234
H -2.138 -2.505 0.071
H 0.841 -1.698 0.214
N -2.969 0.535 -0.029
N -3.310 -0.799 0.018
O 2.417 0.345 -0.023
*
```

- orbital gap (eV) = 9.01
- molar mass (g/mol) = 148.2
- E_HOMO (hartree) = -0.2975
- structure (SMILES) = COc1ccc2[nH]ncc2c1

=====

Tell me which of them is the most stable. Sure, it is x.

=====

w | Computed, not measured: a 2-piece molecular cluster, C2H9NOS2 overall, with the ωB97M-V functional and the def2-TZVPD basis.

Geometry as ORCA input:
```
! RIJCOSX wB97M-V def2-TZVPD def2/J DEFGRID3
* xyz 0 1
C 1.561 1.616 0.804
S 0.928 3.362 0.610
S 1.336 4.431 2.350
H 1.462 1.226 -0.202
H 0.793 1.084 1.378
H 2.507 1.653 1.338
H 0.105 4.911 2.554
N -0.633 -1.913 -1.885
C -1.529 -2.476 -0.831
O -0.836 -2.423 0.404
H 0.139 -2.505 -2.212
H -1.247 -1.908 -2.761
H -2.476 -1.912 -0.875
H -1.791 -3.537 -0.945
H -0.319 -1.611 0.273
*
```

- orbital gap (eV) = 9.10
- molar mass (g/mol) = 127.2
- E_HOMO (hartree) = -0.3126
- structure (SMILES) = CSS.NCO

=====

x | Computed, not measured: a 2-piece molecular cluster, C2H9NOS2 overall, with the ωB97M-V functional and the def2-TZVPD basis.

Geometry as ORCA input:
```
! RIJCOSX wB97M-V def2-TZVPD def2/J DEFGRID3
* xyz 0 1
N 0.798 -0.400 -1.585
C 0.098 0.810 -1.110
C 0.446 1.292 0.266
S -0.550 0.296 1.442
S -2.203 1.312 0.908
H 0.145 -0.902 -2.274
H 1.749 -0.174 -1.865
H -0.974 0.670 -1.122
H 0.421 1.664 -1.789
H 0.480 2.421 0.237
H 1.353 0.954 0.638
H -2.861 1.042 2.012
H 0.344 -2.315 1.085
H -0.027 -3.609 1.624
O 0.781 -3.060 1.533
*
```

- orbital gap (eV) = 8.85
- molar mass (g/mol) = 127.2
- E_HOMO (hartree) = -0.3056
- structure (SMILES) = NCCSS.O

=====

Tell me which of them is the most stable. Sure, it is w.